DFT (the ωB97M-V functional and the def2-TZVPD basis) results for 8 unconnected molecules or ions with the total composition C19H48F9O11P at a distorted geometry.

Geometry (Å):
C  -3.229  -8.251  -0.795
O  -1.684  -8.297  -0.552
O  -3.837  -7.213  -0.377
C  -3.301  -8.405  -2.329
F  -2.447  -9.113  -3.035
F  -4.590  -8.815  -2.531
F  -3.295  -7.174  -2.894
C  -1.239  -7.035  0.038
C  0.265  -6.745  -0.075
H  0.630  -7.155  -1.070
H  0.373  -5.645  -0.037
H  0.789  -7.292  0.754
H  -1.515  -6.983  1.146
H  -1.718  -6.210  -0.482
H  -3.460  -9.202  -0.382
P  3.599  3.178  1.390
F  3.580  3.999  -0.049
F  3.089  1.855  0.662
F  5.077  2.803  1.059
F  3.661  2.366  2.771
F  4.093  4.512  2.156
F  2.068  3.686  1.550
C  -4.467  1.283  -1.477
C  -3.746  1.855  -0.242
O  -3.533  0.894  0.810
O  -5.780  0.765  -1.131
H  -3.756  0.600  -1.893
H  -4.705  2.074  -2.151
H  -4.323  2.639  0.252
H  -2.781  2.345  -0.569
H  -2.905  0.316  0.440
H  -5.696  0.017  -0.492
C  -0.598  0.508  -1.878
C  0.391  1.589  -2.209
O  1.632  1.271  -1.615
O  -1.034  0.504  -0.567
H  -0.339  -0.562  -2.021
H  -1.477  0.823  -2.509
H  0.096  2.596  -1.969
H  0.543  1.865  -3.269
H  1.933  1.854  -0.888
H  -0.808  1.280  -0.042
C  -6.124  -5.268  1.349
C  -5.606  -6.654  1.836
O  -5.881  -7.737  0.986
O  -5.610  -4.855  0.113
H  -5.757  -4.631  2.111
H  -7.214  -5.171  1.399
H  -5.904  -6.960  2.828
H  -4.526  -6.476  1.836
H  -5.067  -7.638  0.263
H  -4.996  -5.581  -0.231
C  2.577  5.757  -2.088
C  1.772  6.160  -0.895
C  1.203  7.521  -1.295
O  0.671  5.235  -0.571
H  3.201  4.930  -1.947
H  3.244  6.622  -2.406
H  1.962  5.687  -3.073
H  2.406  6.153  -0.020
H  0.682  7.397  -2.208
H  2.053  8.114  -1.470
H  0.503  7.868  -0.501
H  0.995  4.496  -0.021
C  1.840  4.804  5.005
C  1.678  3.518  5.835
C  0.925  2.461  5.084
O  2.849  3.083  6.410
H  0.849  4.986  4.636
H  2.525  4.653  4.139
H  2.178  5.552  5.690
H  1.023  3.807  6.740
H  0.083  2.934  4.538
H  0.587  1.673  5.732
H  1.625  2.048  4.327
H  3.468  2.795  5.692
C  4.421  -0.383  -2.995
C  5.561  0.600  -2.775
C  5.087  2.014  -3.123
O  6.003  0.474  -1.407
H  3.671  -0.204  -2.219
H  4.731  -1.399  -2.961
H  3.966  -0.106  -3.971
H  6.487  0.397  -3.411
H  5.893  2.707  -2.909
H  4.305  2.320  -2.490
H  4.808  2.139  -4.223
H  5.296  0.778  -0.840

Output
E_HOMO = -4.15 eV
Net charge = -2

---

DFT (the ωB97M-V functional and the def2-TZVPD basis) results for a molecular structure, C19H49ClN3O11V at a distorted geometry.

Geometry (Å):
O  0.157  -0.385  -0.125
V  1.076  0.836  -0.116
Cl  -0.482  1.439  -3.599
O  -1.353  2.554  -3.858
O  0.280  1.635  -2.378
O  -1.180  0.214  -3.266
O  0.387  1.306  -4.719
C  -0.666  -3.560  1.489
C  -0.709  -4.315  0.197
C  -1.823  -5.266  -0.035
O  -0.785  -3.371  -0.876
H  -1.537  -2.923  1.647
H  0.146  -2.833  1.531
H  -0.567  -4.237  2.338
H  0.209  -4.891  0.084
H  -1.991  -5.939  0.806
H  -1.868  -5.825  -0.969
H  -2.737  -4.677  -0.108
H  -0.819  -3.845  -1.710
C  2.877  -2.243  0.767
O  2.339  -0.964  1.056
C  2.772  -0.592  2.384
C  2.422  0.874  2.560
N  1.050  1.208  2.062
C  0.698  2.631  2.336
C  -0.687  2.981  1.725
O  -0.753  2.418  0.381
C  -2.138  2.392  -0.105
H  2.571  -2.525  -0.241
H  2.511  -2.987  1.475
H  3.966  -2.211  0.758
H  3.839  -0.603  2.606
H  2.175  -1.269  2.995
H  3.243  1.466  2.155
H  2.509  1.053  3.631
H  0.574  0.860  2.882
H  1.501  3.252  1.938
H  0.722  2.845  3.404
H  -0.925  4.045  1.725
H  -1.542  2.618  2.295
H  -2.924  2.091  0.589
H  -2.231  1.614  -0.863
H  -2.454  3.318  -0.587
C  2.091  -1.336  -2.671
O  2.362  -0.364  -1.575
C  3.490  0.484  -1.932
C  3.969  1.311  -0.707
N  2.970  2.312  -0.318
C  2.894  3.394  -1.277
C  2.108  4.609  -0.712
O  2.987  5.174  0.279
C  2.317  6.300  0.949
H  2.999  -1.900  -2.884
H  1.787  -0.906  -3.626
H  1.340  -2.103  -2.483
H  3.114  1.201  -2.663
H  4.325  -0.031  -2.407
H  4.973  1.722  -0.808
H  4.037  0.582  0.101
H  3.419  2.772  0.461
H  2.434  3.181  -2.242
H  3.919  3.711  -1.471
H  1.125  4.352  -0.317
H  1.987  5.333  -1.518
H  3.038  6.952  1.444
H  1.560  5.996  1.672
H  1.770  6.890  0.214
C  -4.056  -2.461  -1.874
C  -3.950  -1.596  -0.658
C  -4.388  -2.162  0.731
O  -5.769  -2.397  0.736
C  -6.249  -2.830  2.060
N  -2.547  -1.194  -0.617
H  -3.524  -3.401  -1.730
H  -3.625  -2.001  -2.763
H  -5.069  -2.710  -2.190
H  -4.547  -0.717  -0.901
H  -3.974  -1.527  1.514
H  -3.896  -3.128  0.846
H  -5.609  -3.628  2.436
H  -7.270  -3.207  2.005
H  -6.162  -1.978  2.734
H  -1.962  -2.015  -0.568
H  -2.265  -0.874  -1.533

Output
E_HOMO (spin up / spin down) = -10.51 / -10.52 eV
Multiplicity = 2
Net charge = +1
Expectation value of S² = 0.781

---

DFT (the ωB97M-V functional and the def2-TZVPD basis) results for 3 unconnected molecules or ions with the total composition C19H49N2OP at a distorted geometry.

Geometry (Å):
C  -0.579  3.857  -1.057
C  0.751  3.350  -1.702
C  0.555  2.401  -2.914
C  0.097  0.949  -2.578
O  1.167  0.034  -2.422
P  2.044  0.242  -0.948
C  3.006  0.393  0.698
C  3.752  1.732  0.886
C  4.943  1.946  -0.093
H  -0.433  3.970  0.026
H  -1.426  3.184  -1.211
H  -0.762  4.872  -1.422
H  1.390  2.953  -0.908
H  1.274  4.238  -2.085
H  -0.243  2.843  -3.527
H  1.444  2.318  -3.547
H  -0.624  0.914  -1.743
H  -0.469  0.595  -3.452
H  0.949  0.889  -0.308
H  2.207  -1.172  -0.868
H  3.012  0.987  -1.671
H  3.645  -0.487  0.862
H  2.238  0.347  1.495
H  4.175  1.721  1.903
H  3.085  2.603  0.871
H  5.753  2.512  0.374
H  5.291  0.987  -0.487
H  4.593  2.578  -0.921
C  -0.471  -2.596  -1.747
C  -0.755  -4.084  -1.604
N  -0.684  -4.809  -2.861
C  -1.194  -6.168  -2.766
C  -0.447  -7.160  -1.870
C  0.553  -4.650  -3.609
C  1.862  -5.059  -2.925
H  -1.154  -2.132  -2.461
H  -0.606  -2.101  -0.782
H  0.550  -2.401  -2.068
H  -1.766  -4.194  -1.202
H  -0.073  -4.501  -0.848
H  -1.263  -6.589  -3.774
H  -2.230  -6.109  -2.416
H  0.475  -7.511  -2.330
H  -1.071  -8.041  -1.701
H  -0.210  -6.739  -0.892
H  0.638  -3.601  -3.904
H  0.462  -5.189  -4.556
H  1.910  -4.731  -1.886
H  2.707  -4.605  -3.448
H  2.016  -6.137  -2.954
C  -4.088  3.355  2.059
C  -2.967  2.396  2.432
N  -1.831  3.036  3.074
C  -0.677  2.162  3.192
C  -0.801  0.917  4.075
C  -2.133  3.832  4.254
C  -2.814  3.134  5.435
H  -3.723  4.149  1.405
H  -4.872  2.814  1.528
H  -4.548  3.811  2.937
H  -2.623  1.926  1.506
H  -3.384  1.591  3.055
H  0.184  2.745  3.531
H  -0.411  1.838  2.179
H  -0.749  1.163  5.135
H  0.029  0.237  3.867
H  -1.725  0.367  3.891
H  -2.764  4.670  3.944
H  -1.211  4.305  4.603
H  -3.614  2.463  5.118
H  -3.260  3.880  6.096
H  -2.105  2.565  6.035

Output
E_HOMO = -7.99 eV
SMILES string = CCCCO[PH3]CCC.CCN(CC)CC.CCN(CC)CC